(1)
15
Properties=species:S:1:pos:R:3:nbo_charge:R:1 method="wB97M-V/def2-TZVPD" charge=+1 e_homo_ev=-14.9493 e_lumo_ev=-3.2 fmax_ev_per_a=1.3 gap_ev=11.720 e_above_lowest_ev=0.865
C 0.525 -0.635 -1.075 -0.069
C 1.603 -0.142 -0.523 -0.355
N -0.658 -0.948 -0.238 -0.713
H 0.399 -0.878 -2.113 0.235
H 2.445 0.163 -1.137 0.243
H 1.849 -0.141 0.531 0.235
H -0.386 -0.887 0.742 0.445
H -1.383 -0.200 -0.417 0.482
H -1.062 -1.855 -0.482 0.444
H 2.460 0.956 3.093 0.485
H 2.237 1.621 1.741 0.468
O 1.765 1.238 2.487 -0.946
H -3.373 0.617 -1.644 0.508
H -3.401 0.839 -0.144 0.503
O -3.021 0.252 -0.821 -0.966

=====

(2)
16
Properties=species:S:1:pos:R:3:nbo_charge:R:1 method="wB97M-V/def2-TZVPD" charge=-1 e_homo_ev=-2.8188 e_lumo_ev=3.5 fmax_ev_per_a=2.6 gap_ev=6.307 e_above_lowest_ev=1.271
C 0.325 0.346 0.685 -0.236
C 1.317 -0.834 0.436 -0.532
S 2.253 -1.210 1.971 -0.685
N 1.188 1.658 0.718 -0.887
H -0.327 0.319 1.569 0.184
H -0.281 0.443 -0.228 0.135
H 1.963 -0.399 -0.322 0.174
H 0.696 -1.673 -0.081 0.133
H 1.103 2.179 -0.199 0.332
H 2.109 1.247 0.898 0.383
H -1.970 1.312 0.111 0.490
H -1.630 1.769 -1.387 0.471
O -2.361 1.690 -0.743 -0.961
H -1.892 -2.047 -0.535 0.473
H -0.752 -2.399 -1.455 0.474
O -1.741 -2.402 -1.438 -0.948

=====

(3)
16
Properties=species:S:1:pos:R:3:nbo_charge:R:1 method="wB97M-V/def2-TZVPD" s_squared=0.758 charge=0 e_homo_ev="-10.3328 / -10.5387" multiplicity=2 e_lumo_ev="0.6 / -3.2" fmax_ev_per_a=4.6 gap_ev="10.905 / 7.310" e_above_lowest_ev=1.787
C -0.336 -0.627 -0.362 -0.093
O 0.703 -0.394 0.430 -0.494
C -1.574 0.530 -0.409 -0.165
N -1.327 1.748 -1.014 -0.779
H -0.185 -0.530 -1.510 0.212
H -0.880 -1.598 0.101 0.221
H -2.494 -0.104 -0.688 0.216
H -1.767 0.576 0.638 0.208
H -1.019 2.387 -0.332 0.372
H -0.404 1.791 -1.644 0.384
H 1.186 -3.349 0.541 0.458
H 1.094 -1.788 0.838 0.475
O 0.893 -2.712 1.229 -0.967
H 2.017 1.756 1.397 0.445
H 1.653 0.846 0.319 0.472
O 2.439 1.467 0.466 -0.965

=====

(4)
16
Properties=species:S:1:pos:R:3:nbo_charge:R:1 method="wB97M-V/def2-TZVPD" charge=+1 e_homo_ev=-14.7787 e_lumo_ev=-3.1 fmax_ev_per_a=3.6 gap_ev=11.650 e_above_lowest_ev=0.777
O 1.041 -1.517 2.280 -0.488
C 1.818 -1.500 1.374 0.421
C 1.433 -0.962 0.028 -0.339
N 0.075 -0.341 0.112 -0.697
H 2.878 -1.762 1.509 0.160
H 2.073 -0.093 -0.159 0.248
H 1.600 -1.566 -0.818 0.263
H -0.260 0.379 0.785 0.489
H -0.191 -0.104 -0.840 0.459
H -0.484 -1.133 0.448 0.436
H -1.702 1.439 -3.383 0.490
H -2.620 0.386 -2.770 0.485
O -1.715 0.716 -2.747 -0.972
H -1.648 2.526 0.903 0.517
H -1.182 1.770 2.121 0.500
O -1.115 1.761 1.156 -0.970

=====

(5)
16
Properties=species:S:1:pos:R:3:nbo_charge:R:1 method="wB97M-V/def2-TZVPD" charge=+1 e_homo_ev=-14.4922 e_lumo_ev=-3.1 fmax_ev_per_a=1.4 gap_ev=11.402 e_above_lowest_ev=0.116
O -2.384 0.474 0.812 -0.496
C -1.786 1.457 0.476 0.413
C -0.292 1.402 0.298 -0.345
N 0.204 0.069 0.707 -0.713
H -2.339 2.389 0.283 0.164
H 0.198 2.211 0.862 0.252
H -0.049 1.616 -0.744 0.259
H 1.234 -0.016 0.585 0.473
H -0.183 -0.623 0.010 0.481
H -0.096 -0.208 1.635 0.442
H -1.872 -1.504 -1.560 0.509
H -0.729 -2.476 -1.309 0.500
O -0.967 -1.545 -1.219 -0.963
H 3.502 -0.469 -0.340 0.500
H 2.906 -1.857 -0.285 0.502
O 2.652 -0.920 -0.210 -0.977

=====

(6)
18
Properties=species:S:1:pos:R:3:nbo_charge:R:1 method="wB97M-V/def2-TZVPD" charge=-1 e_homo_ev=-5.2586 e_lumo_ev=3.3 fmax_ev_per_a=1.7 gap_ev=8.517 e_above_lowest_ev=0.933
O -0.911 -1.125 -1.292 -0.793
C -0.127 -0.376 -0.651 0.783
O 1.019 -0.638 -0.250 -0.751
C -0.684 1.024 -0.332 -0.329
N -1.724 0.909 0.683 -0.850
H 0.166 1.585 0.074 0.173
H -0.985 1.462 -1.281 0.168
H -2.513 1.509 0.466 0.340
H -2.130 -0.014 0.636 0.380
H 3.345 3.404 1.929 0.460
H 2.862 2.200 2.695 0.473
O 3.622 2.520 2.196 -0.933
H 2.840 -2.804 -1.337 0.444
H 1.687 -2.177 -0.506 0.510
O 2.259 -2.991 -0.590 -1.006
H -2.381 -1.180 -1.302 0.498
H -3.091 -2.034 -0.286 0.448
O -3.256 -1.275 -0.854 -1.016

=====

(7)
15
Properties=species:S:1:pos:R:3:nbo_charge:R:1 method="wB97M-V/def2-TZVPD" charge=0 e_homo_ev=-8.3100 e_lumo_ev=0.7 fmax_ev_per_a=2.0 smiles=CSC.O.O gap_ev=9.042 e_above_lowest_ev=0.715
C 3.457 -0.773 3.218 -0.768
S 3.472 0.915 3.809 0.185
C 2.792 1.796 2.378 -0.747
H 4.485 -1.121 3.039 0.216
H 2.752 -0.950 2.417 0.226
H 3.283 -1.465 4.056 0.227
H 2.031 1.311 1.768 0.217
H 2.344 2.726 2.717 0.231
H 3.643 1.934 1.706 0.212
O -5.057 -2.186 -4.070 -0.934
H -5.762 -2.718 -3.679 0.470
H -5.066 -2.556 -4.970 0.464
O -4.305 1.078 -3.766 -0.934
H -4.349 0.330 -4.386 0.474
H -3.721 1.680 -4.236 0.459

=====

(8)
16
Properties=species:S:1:pos:R:3:nbo_charge:R:1 method="wB97M-V/def2-TZVPD" charge=0 e_homo_ev=-9.0100 e_lumo_ev=0.5 fmax_ev_per_a=2.9 smiles=CSSC.O.O gap_ev=9.539 e_above_lowest_ev=0.790
C 0.302 -0.659 -0.163 -0.738
S 1.382 -0.099 -1.527 0.069
S 0.398 1.523 -2.326 0.081
C -0.869 0.676 -3.263 -0.770
H -0.055 0.234 0.283 0.237
H 0.767 -1.505 0.325 0.240
H -0.565 -1.053 -0.713 0.209
H -1.403 -0.024 -2.602 0.222
H -0.337 -0.001 -3.945 0.226
H -1.499 1.361 -3.839 0.237
O -1.466 2.109 0.571 -0.947
H -1.891 2.916 0.270 0.467
H -0.736 2.074 -0.070 0.467
O 1.701 -2.390 5.879 -0.937
H 1.878 -2.159 4.972 0.468
H 2.392 -3.004 6.147 0.469

=====

(9)
16
Properties=species:S:1:pos:R:3:nbo_charge:R:1 method="wB97M-V/def2-TZVPD" charge=0 e_homo_ev=-9.6883 e_lumo_ev=0.3 fmax_ev_per_a=2.0 smiles="CC=O.O.O.O" gap_ev=10.024 e_above_lowest_ev=0.834
C -0.926 -1.370 1.204 -0.730
C 0.395 -1.215 1.907 0.448
O 0.670 -1.699 2.961 -0.519
H -1.413 -0.395 1.321 0.233
H -1.666 -2.114 1.479 0.232
H -0.698 -1.434 0.137 0.229
H 1.048 -0.539 1.330 0.105
O -3.346 1.399 -0.868 -0.943
H -3.800 0.785 -1.406 0.474
H -2.395 1.305 -0.917 0.470
O 0.687 -0.034 -1.840 -0.949
H -0.230 0.231 -2.001 0.460
H 1.279 0.681 -2.129 0.489
O 3.173 1.288 -0.579 -0.940
H 3.236 1.537 0.345 0.473
H 3.985 1.575 -0.944 0.468

=====

(10)
17
Properties=species:S:1:pos:R:3:nbo_charge:R:1 method="wB97M-V/def2-TZVPD" charge=0 e_homo_ev=-10.8660 e_lumo_ev=0.5 fmax_ev_per_a=0.9 smiles="CC(=O)O.O.O.O" gap_ev=11.393 e_above_lowest_ev=0.000
C -1.466 -0.423 1.795 -0.732
C -0.565 -0.623 0.611 0.842
O 0.257 0.214 0.251 -0.706
O -0.797 -1.746 -0.017 -0.683
H -2.230 -1.207 1.832 0.234
H -1.930 0.557 1.723 0.256
H -0.944 -0.455 2.741 0.249
H -0.301 -1.922 -0.858 0.533
O 1.629 0.879 -1.890 -0.978
H 1.273 0.839 -0.985 0.507
H 2.555 0.627 -1.820 0.473
O 0.036 2.626 1.803 -0.968
H 0.243 1.836 1.272 0.488
H 0.141 3.365 1.195 0.465
O 0.737 -1.687 -2.212 -0.980
H 0.819 -0.734 -2.409 0.518
H 0.542 -2.148 -3.033 0.482

=====

(11)
17
Properties=species:S:1:pos:R:3:nbo_charge:R:1 method="wB97M-V/def2-TZVPD" s_squared=0.757 charge=+1 e_homo_ev="-15.3248 / -15.3236" multiplicity=2 e_lumo_ev="-4.2 / -9.4" fmax_ev_per_a=4.2 gap_ev="11.128 / 5.952" e_above_lowest_ev=0.000
H -0.581 -0.721 -1.357 0.527
O -1.551 -0.158 -2.038 -0.870
O 0.413 -0.831 -0.686 -0.547
H -2.315 0.006 -1.413 0.539
H -1.202 0.725 -2.228 0.512
C 0.441 -0.638 0.616 0.812
O -0.406 0.138 1.025 -0.157
C 1.488 -1.312 1.393 -0.748
H 1.326 -2.338 1.741 0.312
H 2.423 -1.069 0.879 0.315
H 1.468 -0.759 2.361 0.259
O -3.274 0.857 -0.255 -0.966
H -3.838 1.616 -0.121 0.519
H -2.563 0.814 0.389 0.484
O 2.948 1.110 -0.237 -0.978
H 2.193 1.301 -0.772 0.490
H 3.030 1.257 0.705 0.497

=====

(12)
14
Properties=species:S:1:pos:R:3:nbo_charge:R:1 method="wB97M-V/def2-TZVPD" charge=0 e_homo_ev=-10.0164 e_lumo_ev=1.0 fmax_ev_per_a=4.3 smiles=[SiH3]CC[SiH3] gap_ev=11.040 e_above_lowest_ev=0.884
Si 2.236 0.085 -0.073 0.877
C 0.440 -0.521 0.143 -0.836
C -0.530 0.627 0.068 -0.873
Si -2.262 -0.026 -0.062 0.920
H 2.588 0.896 1.116 -0.176
H 1.992 0.847 -1.245 -0.179
H 3.402 -0.927 -0.001 -0.144
H 0.300 -1.249 1.022 0.232
H 0.400 -1.294 -0.695 0.223
H -0.390 1.176 0.962 0.237
H -0.004 1.187 -0.780 0.242
H -2.433 -0.835 1.094 -0.171
H -2.605 -0.981 -1.137 -0.174
H -3.136 1.014 -0.412 -0.178

=====

(13)
18
Properties=species:S:1:pos:R:3:nbo_charge:R:1 method="wB97M-V/def2-TZVPD" charge=+2 e_homo_ev=-16.5059 e_lumo_ev=-11.0 fmax_ev_per_a=3.4 gap_ev=5.512
C -0.910 0.799 2.228 -0.439
N -0.992 1.671 1.073 -0.462
C -1.205 1.102 -0.147 -0.382
P 0.331 0.018 -0.723 0.366
P 1.935 -1.475 -1.445 0.387
S 2.280 -2.825 -0.110 -0.300
H -1.878 0.688 2.676 0.254
H -0.579 -0.198 1.962 0.177
H -0.267 1.203 2.975 0.252
H -0.308 2.415 1.069 0.409
H -1.332 1.859 -0.895 0.269
H -2.073 0.468 -0.150 0.234
H -0.636 -1.224 -0.584 -0.167
H 0.383 0.667 -1.989 0.097
H 1.180 0.388 0.358 0.086
H 1.334 -2.222 -2.609 -0.100
H 3.078 -0.799 -1.913 0.094
Cd -0.342 -2.536 -1.776 1.227

=====

(14)
16
Properties=species:S:1:pos:R:3:nbo_charge:R:1 method="wB97M-V/def2-TZVPD" charge=+1 e_homo_ev=-13.1971 e_lumo_ev=-3.7 fmax_ev_per_a=0.9 gap_ev=9.455 e_above_lowest_ev=0.888
C 1.082 -1.427 -1.939 -0.423
N 0.794 -0.089 -1.391 -0.635
C -0.184 -0.123 -0.370 0.088
O -0.144 1.148 0.350 -0.755
H 1.416 -2.055 -1.116 0.199
H 1.864 -1.347 -2.691 0.227
H 0.237 -1.886 -2.463 0.187
H 0.490 0.491 -2.161 0.377
H -1.222 -0.224 -0.708 0.165
H 0.058 -0.929 0.329 0.148
H 0.784 1.425 0.234 0.513
N -1.237 0.391 2.659 -0.897
H -0.846 -0.515 2.904 0.439
H -0.757 0.758 1.758 0.474
H -2.211 0.224 2.437 0.443
H -1.084 1.084 3.387 0.450

=====

(15)
16
Properties=species:S:1:pos:R:3:nbo_charge:R:1 method="wB97M-V/def2-TZVPD" charge=+1 e_homo_ev=-13.7749 e_lumo_ev=-10.1 fmax_ev_per_a=2.9 gap_ev=3.716 e_above_lowest_ev=7.880
N -1.244 0.416 -1.441 -0.379
C -1.222 -1.017 -1.411 -0.294
C 0.204 -1.508 -1.139 -0.623
N 2.296 1.572 2.481 -0.854
H 1.598 1.870 1.812 0.389
H -2.137 0.671 -1.872 0.398
H -1.096 0.843 -0.485 0.395
H -1.934 -1.570 -0.762 0.301
H -1.451 -1.382 -2.433 0.267
H 0.933 -1.268 -1.908 0.243
H 0.551 -1.035 -0.212 0.231
H 2.602 2.278 3.127 0.406
H 0.117 -2.592 -1.003 0.239
H -1.092 1.300 1.625 0.472
H 2.364 0.580 2.618 0.402
O -0.490 0.841 1.002 -0.594